*P*
# C6H6BrF2NOS

A 2-piece molecular cluster, C6H6BrF2NOS overall (ωB97M-V/def2-TZVPD, the Open Molecules 2025 dataset).

The geometry in ORCA input format:
```
! RIJCOSX wB97M-V def2-TZVPD def2/J DEFGRID3
* xyz 0 1
Br 2.00641 -1.54152 -1.21690
S -1.79032 -1.85184 -1.07931
F 0.91740 1.01598 -1.35114
F 2.96467 0.74378 -0.71962
O 1.03283 1.71451 1.28208
N -1.58078 0.49322 -0.00876
C 1.76531 -0.51973 1.83955
C 1.33150 0.56233 0.97816
C -2.63804 0.57198 -0.98861
C -0.93716 -0.64322 -0.05383
C -2.91439 -0.65568 -1.53766
C 1.67874 0.32040 -0.55924
H 1.86352 -1.55178 1.46506
H -3.16978 1.59909 -1.09038
H 2.78170 -0.12054 2.34288
H -3.62020 -1.05710 -2.15615
H 1.13053 -0.54721 2.79958
H -0.82193 1.46734 0.05428
*
```

molar mass	258.1	g/mol
HOMO-LUMO gap	0.339	Eh
HOMO	-8.844	eV


*Q*
# C6H6BrF2NOS

One molecule with the formula C6H6BrF2NOS (ωB97M-V/def2-TZVPD, the Open Molecules 2025 dataset).

The geometry in ORCA input format:
```
! RIJCOSX wB97M-V def2-TZVPD def2/J DEFGRID3
* xyz 0 1
Br 1.82924 -1.16331 -2.02081
S 0.46208 -1.73846 1.10460
F -0.36521 -0.75831 -3.18856
F -0.65682 -2.15923 -1.51529
O -1.90487 -0.09352 -0.99277
N 0.24729 0.77559 1.42704
C -0.05985 -1.01214 -1.93927
C 0.07090 -0.18036 0.59642
C 0.70451 -1.09883 2.69763
C -0.56842 0.14650 -1.03292
C 0.59111 0.24576 2.64334
C -0.02586 1.59335 -1.08910
H 0.72468 1.02998 3.39027
H -2.21424 0.37832 -0.25933
H -0.51919 2.20003 -0.39931
H 0.99080 1.59040 -0.96074
H -0.25971 1.92065 -2.06327
H 0.95355 -1.67640 3.60206
*
```

structure (SMILES)	C[C@](O)(c1nccs1)C(F)(F)Br
molar mass	258.1	g/mol
HOMO-LUMO gap	0.370	Eh
HOMO	-9.473	eV


Least stable structure: *P*


*P*
# C10H13N2P

A 2-piece molecular cluster, C10H13N2P overall (ωB97M-V/def2-TZVPD, the Open Molecules 2025 dataset).

The geometry in ORCA input format:
```
! RIJCOSX wB97M-V def2-TZVPD def2/J DEFGRID3
* xyz 0 1
P 0.29143 -0.13795 1.46659
N 1.45277 -0.92288 0.47713
N -1.18671 -0.42680 0.72841
C -3.32022 -0.12947 0.03026
C -2.64332 -1.00919 -0.85581
C -2.32885 0.22360 0.95533
C 1.86481 -0.73953 -0.79329
C -1.31691 -1.11385 -0.44272
C 3.11150 -2.35321 0.15141
C 0.38535 2.65600 0.70373
C -0.77492 2.74870 -0.28396
C 2.96422 -1.57637 -1.08218
C 2.29002 -1.85971 1.07753
H -2.28866 0.72971 1.86199
H -0.42504 3.39648 -0.95210
H -3.05901 -1.25763 -1.91055
H 1.32623 2.49715 0.05062
H -0.43689 -1.61715 -0.94613
H 3.78673 -3.25435 0.14100
H -0.77286 1.75329 -0.84643
H 3.43089 -1.62258 -2.06840
H 1.98762 -2.23649 2.01427
H -1.74434 3.08340 0.10880
H 0.33001 3.21278 1.62553
H 1.49732 0.04133 -1.37489
H -4.42119 -0.08525 0.16384
*
```

molar mass	192.2	g/mol
HOMO-LUMO gap (alpha / beta)	0.284 / 0.274	Eh
HOMO (alpha / beta)	-7.441 / -7.924	eV


*Q*
# C10H13N2P

A 2-piece molecular cluster, C10H13N2P overall (ωB97M-V/def2-TZVPD, the Open Molecules 2025 dataset).

The geometry in ORCA input format:
```
! RIJCOSX wB97M-V def2-TZVPD def2/J DEFGRID3
* xyz 0 1
P 1.55982 -0.28768 0.31837
N 1.05232 -1.77365 0.92029
N -0.54656 1.47409 1.31392
C -1.11241 -0.88409 -2.70439
C 0.19218 0.98981 -3.26099
C -0.41773 -1.08526 -1.51048
C 0.53581 -0.16953 -1.17239
C -0.49760 1.79087 2.67547
C -0.24960 -2.16020 1.38715
C 0.81820 0.89023 -2.04283
C 0.88938 -2.17164 2.30498
C -0.84774 0.13218 -3.51970
C 0.21521 2.65693 1.61183
H 0.51890 1.76369 -3.90320
H 1.14530 -3.15184 2.46783
H -0.44172 -1.95070 -0.91841
H -0.59975 -3.08970 1.13392
H -1.86385 -1.66758 -2.89611
H -1.60820 0.37782 -4.39892
H 1.24442 -1.53906 3.06804
H 1.62433 1.51824 -1.65642
H -1.49952 2.10945 2.97929
H 0.08882 1.34407 3.50082
H -1.10095 -1.47501 1.25726
H -0.41898 3.55954 1.35967
H 1.31991 2.79902 1.68503
*
```

molar mass	192.2	g/mol
HOMO-LUMO gap (alpha / beta)	0.233 / 0.320	Eh
HOMO (alpha / beta)	-6.688 / -8.960	eV


Least stable structure: *Q*


*P*
# C2H2O2

One molecule with the formula C2H2O2 (ωB97M-V/def2-TZVPD, the Open Molecules 2025 dataset).

The geometry in ORCA input format:
```
! RIJCOSX wB97M-V def2-TZVPD def2/J DEFGRID3
* xyz 0 1
O -2.27165 -1.55997 -0.44913
O 0.47006 0.56374 -0.41719
C -1.35730 -0.98851 -0.05934
C -0.19430 -0.50702 0.16585
H 0.32946 0.54336 -1.38877
H 0.05427 -0.89216 1.08796
*
```

structure (SMILES)	O=C=CO
molar mass	58.0	g/mol
HOMO-LUMO gap	0.336	Eh
HOMO	-8.748	eV


*Q*
# C2H2O2

One molecule with the formula C2H2O2 (ωB97M-V/def2-TZVPD, the Open Molecules 2025 dataset).

The geometry in ORCA input format:
```
! RIJCOSX wB97M-V def2-TZVPD def2/J DEFGRID3
* xyz 0 1
O 1.81700 0.94182 -0.73475
O 0.71453 1.37385 0.11174
C -0.82947 -0.40683 1.16905
C -0.05552 0.35535 0.68872
H 2.46006 1.67910 -0.88766
H -1.59789 -1.06827 1.20185
*
```

structure (SMILES)	C#COO
molar mass	58.0	g/mol
HOMO-LUMO gap	0.378	Eh
HOMO	-9.884	eV


*R*
# C2H2O2

One molecule with the formula C2H2O2 (ωB97M-V/def2-TZVPD, the Open Molecules 2025 dataset).

The geometry in ORCA input format:
```
! RIJCOSX wB97M-V def2-TZVPD def2/J DEFGRID3
* xyz 0 1
O -0.22425 1.36307 -0.98007
O -0.39472 0.52452 1.55901
C 0.02886 -0.29214 0.75367
C -0.05075 0.20518 -0.76298
H 0.18012 -0.50959 -1.52603
H 0.46074 -1.29104 0.95640
*
```

structure (SMILES)	O=CC=O
molar mass	58.0	g/mol
HOMO-LUMO gap	0.341	Eh
HOMO	-10.028	eV


*S*
# C2H2O2

One molecule with the formula C2H2O2 (ωB97M-V/def2-TZVPD, the Open Molecules 2025 dataset).

The geometry in ORCA input format:
```
! RIJCOSX wB97M-V def2-TZVPD def2/J DEFGRID3
* xyz 0 1
O 1.07940 -0.19710 0.21488
O 1.40966 -1.22580 -0.80593
C -0.07280 0.31382 0.37697
C -1.15026 0.98270 0.63375
H -1.92827 1.70935 0.78036
H 0.66227 -1.58298 -1.20003
*
```

structure (SMILES)	C#COO
molar mass	58.0	g/mol
HOMO-LUMO gap	0.340	Eh
HOMO	-9.455	eV


Least stable structure: *S*


*P*
# H33O17

A 17-piece molecular cluster, H33O17 overall (ωB97M-V/def2-TZVPD, the Open Molecules 2025 dataset).

The geometry in ORCA input format:
```
! RIJCOSX wB97M-V def2-TZVPD def2/J DEFGRID3
* xyz 0 2
O 1.70920 0.13890 5.84364
O 0.72018 -3.58609 -2.12278
O 1.41811 -3.42599 0.74701
O 0.59097 1.46552 0.72327
O 0.65178 4.12912 -2.64429
O 1.96700 -5.42565 -0.96033
O -1.96869 -3.30218 -2.17963
O -0.94130 2.95732 -0.51884
O 1.33333 5.73727 -0.57819
O 3.40334 -0.85835 0.84601
O 1.00694 -0.98314 -2.91236
O 1.16610 4.68262 3.04773
O -2.66069 -3.03232 0.95142
O -0.90644 2.59145 -3.75150
O 0.17872 -1.37316 2.65127
O -5.54299 0.09952 1.43570
O -2.12808 0.31784 -0.10596
H -2.36363 1.05150 0.52263
H 1.74276 5.53430 0.08778
H 0.73347 -3.08691 0.29997
H 0.75648 -3.99103 -3.00860
H -5.03379 -0.71545 1.72364
H 0.59370 5.15796 -0.84688
H 1.13942 0.56732 5.24296
H -1.79046 2.21829 -3.62814
H -4.64290 0.41423 1.19640
H 0.94064 -1.86736 -2.48937
H -0.41432 3.68575 -1.06618
H 0.69114 4.01136 3.49551
H 1.01886 -5.83243 -0.99625
H 0.26827 -0.98934 3.48527
H -1.49928 -0.25528 0.39108
H 0.66734 5.04262 -3.09257
H 1.50423 4.16746 2.34445
H -0.53225 1.91845 -4.26147
H -3.44670 -3.29800 0.43874
H 2.92302 -1.69659 1.11505
H 0.90152 3.34803 -3.28463
H 2.08216 -0.83013 5.76877
H -1.02624 -3.53987 -2.08849
H 1.20418 -1.33396 2.46283
H 0.95038 0.96177 0.09112
H 0.96205 -1.04949 -3.81410
H 2.99161 -0.57050 0.09965
H 1.64324 -4.47085 -1.58135
H 1.61740 -4.17104 0.11707
H -1.79780 -2.39386 -2.10485
H -0.86301 2.17260 -1.22999
H -1.79256 -3.25128 0.48121
H -0.10854 2.03006 0.35138
*
```

molar mass	305.2	g/mol
HOMO-LUMO gap (alpha / beta)	0.354 / 0.160	Eh
HOMO (alpha / beta)	-10.588 / -10.588	eV


*Q*
# H33O17

A 17-piece molecular cluster, H33O17 overall (ωB97M-V/def2-TZVPD, the Open Molecules 2025 dataset).

The geometry in ORCA input format:
```
! RIJCOSX wB97M-V def2-TZVPD def2/J DEFGRID3
* xyz 0 2
O 2.33274 2.40235 -4.75138
O -0.06290 4.66825 3.74974
O -0.17949 2.59733 -5.32934
O -2.01085 -1.01676 3.71008
O 0.62974 -3.28041 0.12110
O 4.52606 -0.43155 4.21152
O 0.52741 1.22813 -1.25104
O -2.84648 -2.91045 -2.86562
O 4.98064 -0.75737 -1.40108
O 1.68914 4.07819 -0.15461
O -2.70674 -2.25232 -0.13941
O -0.38013 -1.47423 1.80558
O -3.58556 -3.01537 3.85215
O -4.71025 -4.04147 0.59994
O -1.78531 0.26233 -0.07384
O 0.45646 3.90094 -3.04965
O 1.49776 0.24779 2.33609
H -0.66569 -2.39807 1.99340
H -0.29934 2.18587 -6.19263
H -0.86096 4.14187 3.65730
H -0.08801 -2.62772 0.19916
H -2.22187 -3.58362 -3.16288
H 4.29365 -0.87190 -0.73619
H -0.32702 3.33024 -2.95474
H 2.11553 3.19243 -5.26359
H -2.62253 -1.29260 0.09765
H -2.18208 -2.89527 0.32819
H -1.33420 -1.24378 3.02150
H 0.50560 4.53193 2.97899
H -1.59385 -1.00110 4.59120
H -4.87660 -4.12739 -0.35364
H -3.30657 -2.10753 3.56291
H 0.23094 1.87174 -4.84198
H 3.64928 -0.07954 3.94749
H 0.61552 3.47167 -3.93323
H 3.11609 2.72923 -4.29005
H 1.23012 0.30818 1.40555
H 0.93752 2.05440 -0.93718
H -1.03195 0.17962 -0.68060
H 2.31321 4.31497 0.55469
H 5.43094 -1.55097 -1.67357
H -2.73907 -3.47092 3.90957
H 1.30589 -2.79395 0.61717
H 0.88885 -0.49353 2.54230
H 0.47215 1.14314 -2.21110
H -2.56775 -2.70192 -1.95842
H -4.01215 -3.36289 0.50103
H 2.40036 3.90909 -0.79316
H -1.44432 0.34854 0.81791
H 4.29607 -1.31560 3.88673
*
```

molar mass	305.2	g/mol
HOMO-LUMO gap (alpha / beta)	0.360 / 0.187	Eh
HOMO (alpha / beta)	-10.651 / -10.651	eV


Least stable structure: *P*